1.
DFT (ωB97M-V/def2-TZVPD) results for a molecular structure, C32H44AsN4O12SSbY in a non-equilibrium geometry.

```
96
Properties=species:S:1:pos:R:3:forces:R:3:lowdin_charge:R:1
Y -0.7236 0.5573 1.1316 0.6764 -1.0475 0.4190 1.4115
O -3.0131 1.5451 1.4432 0.2980 0.1084 0.0637 -0.3724
As -2.2040 2.9701 2.2179 -0.0686 0.4422 0.1169 0.9143
O -2.9725 3.4430 3.5605 -0.0385 0.0177 -0.0479 -0.4328
O -0.6219 2.4023 2.2916 -0.4499 0.4316 0.1057 -0.5122
C -2.2368 4.3766 0.8781 -0.1043 0.2695 0.1542 -0.2178
C -2.4247 5.6326 1.4483 0.0147 -0.0219 0.0786 -0.0835
C -2.3577 6.7853 0.6729 -0.0343 -0.0602 0.1969 -0.0765
C -2.1059 6.6906 -0.6784 0.0479 -0.1450 -0.2182 -0.0731
C -1.9395 5.4410 -1.2690 -0.0179 0.2184 0.1354 -0.0535
C -2.0072 4.2959 -0.4979 -0.0517 0.0078 -0.0780 -0.2553
S -1.9329 2.7361 -1.3451 -0.0846 -0.1889 0.3948 0.5144
O -3.2681 2.1673 -1.2209 -0.0617 0.0950 -0.0932 -0.2994
O -1.4450 2.9688 -2.6765 -0.0819 0.0454 0.0195 -0.2908
O -0.9903 1.9458 -0.5106 -0.0483 0.6826 -1.2441 -0.4631
H -3.3039 1.7468 0.5224 -0.1303 0.0114 -0.0039 0.0092
H -2.6266 5.6937 2.5147 0.0225 -0.0343 -0.1272 0.1004
H -2.5018 7.7530 1.1335 -0.0079 0.0236 0.0351 0.1030
H -2.0473 7.5833 -1.2844 0.0103 0.0463 -0.0634 0.1025
H -1.7590 5.3476 -2.3266 0.0188 -0.0362 -0.1575 0.1069
O 2.7060 -2.5959 5.3743 -0.5349 0.3054 -0.5673 0.1121
C 1.9534 -2.1241 4.5472 0.3612 -0.2027 0.4251 -0.2460
C 0.5800 -1.4959 4.8159 -0.1419 -0.0783 0.4699 -0.2674
O -0.0027 -1.4691 5.8845 0.3325 0.0055 -0.5873 0.1005
C 0.1403 -0.9699 3.5086 -0.2422 0.0093 0.2169 -0.3061
C 1.0341 -1.3605 2.5011 0.0124 -0.0184 0.0190 -0.3307
O 0.7866 -1.0609 1.2559 0.3934 -0.3966 0.2861 -0.1945
C 2.1981 -2.0312 3.0458 0.3822 -0.3087 -0.2810 -0.3068
O 3.1823 -2.4503 2.4394 -0.4514 0.2115 0.2572 0.0541
O -0.9064 -0.2807 3.2445 0.2860 -0.2211 0.3539 -0.1787
C 1.7548 2.8479 -0.1162 -0.1584 0.1146 0.0122 -0.1560
C 3.1604 3.4843 -0.1937 0.0506 0.1461 -0.1048 -0.1544
N 4.1590 2.6242 0.4356 0.0060 0.0390 -0.0280 -0.1622
C 3.7869 2.4257 1.8334 0.0977 0.0674 0.1703 -0.1491
C 2.3708 1.8184 1.9453 -0.1193 -0.0999 0.1750 -0.1387
N 1.8204 1.5659 0.5992 -0.3082 -0.0268 0.1322 -0.1845
C 2.7437 0.6696 -0.1159 -0.0896 -0.2191 -0.0664 -0.1359
C 4.1358 1.3271 -0.2351 0.1387 -0.0785 -0.0782 -0.1512
H 1.3383 2.6622 -1.1070 0.0229 0.0041 -0.0057 0.1047
H 1.0483 3.4848 0.4222 0.0272 -0.0142 -0.0505 0.1111
H 3.1793 4.4563 0.3055 0.0146 -0.0170 0.0045 0.1140
H 3.4602 3.6433 -1.2335 -0.0108 0.0173 0.0218 0.1106
H 3.8358 3.3919 2.3412 0.0116 -0.0047 -0.0037 0.1141
H 4.5319 1.7735 2.2927 0.0001 -0.0035 0.0090 0.1169
H 1.6773 2.4798 2.4695 0.0837 -0.0587 -0.0430 0.1047
H 2.3953 0.8647 2.4807 -0.0011 0.0621 -0.0211 0.1151
H 2.3144 0.4617 -1.0990 0.0065 -0.0012 -0.0065 0.1074
H 2.7845 -0.2749 0.4288 0.0069 0.0768 -0.0511 0.1044
H 4.4113 1.4833 -1.2811 0.0115 -0.0045 -0.0096 0.1107
H 4.9009 0.6922 0.2177 -0.0016 0.0178 -0.0111 0.1165
O -1.2114 -0.8060 -0.7731 0.1377 -1.2178 -0.0342 -0.2283
N -0.9295 -2.0150 -0.5468 -0.1614 0.8024 -0.4510 -0.0278
C 1.0414 1.3511 -4.1835 -0.1143 0.0777 0.0892 -0.0341
C 1.1068 -0.1196 -3.8930 0.0812 0.0038 -0.0644 -0.2449
C 1.8386 -0.9616 -4.7185 -0.0856 -0.0034 0.0931 -0.0069
C 1.9293 -2.3156 -4.4450 -0.0481 0.0101 0.0753 -0.2576
C 2.7090 -3.2440 -5.3332 0.0111 -0.0471 -0.0138 -0.0473
C 1.2812 -2.8156 -3.3251 0.0842 0.0250 -0.1871 -0.0052
C 0.5486 -1.9906 -2.4770 -0.0200 -0.3062 0.1978 -0.1056
C 0.4560 -0.6302 -2.7760 -0.0219 0.2527 0.0083 0.0295
N -0.0855 -2.6056 -1.3289 -0.3135 0.5101 0.2014 0.0368
C 0.2695 -3.9849 -0.7966 -0.0593 0.2358 -0.1213 -0.4967
C 1.7738 -4.0278 -0.5362 0.0563 -0.1258 0.0036 -0.0082
C -0.4314 -4.1851 0.5504 0.0937 -0.1648 0.0248 -0.0464
C -0.2617 -5.0724 -1.7321 0.0005 -0.1132 0.0918 -0.0279
H 0.9743 1.5284 -5.2549 -0.0012 0.0429 -0.0981 0.0797
H 1.9444 1.8485 -3.8258 0.0865 0.0393 0.0298 0.0821
H 0.1878 1.8227 -3.6965 0.0607 -0.0377 -0.0505 0.0488
H 2.3386 -0.5536 -5.5861 0.0637 0.0458 -0.1095 0.1165
H 3.1932 -2.6967 -6.1386 0.0382 0.0293 -0.0470 0.0716
H 2.0605 -3.9965 -5.7842 -0.0262 -0.0213 -0.0062 0.0810
H 3.4809 -3.7717 -4.7721 0.0257 -0.0125 0.0215 0.0810
H 1.3719 -3.8668 -3.1341 0.0205 0.0167 -0.0042 0.0792
H -0.1150 0.0483 -2.1622 0.2116 -0.1127 -0.2107 0.0896
H 2.0546 -3.2311 0.1510 0.0202 0.0712 0.0800 0.0799
H 2.3934 -3.9505 -1.4260 -0.0507 -0.0012 0.0191 0.0714
H 1.9999 -4.9777 -0.0560 0.0574 -0.0733 0.0625 0.0955
H -0.1468 -3.4250 1.2713 0.0317 0.0355 0.0398 0.0745
H -0.1070 -5.1582 0.9163 0.0171 -0.0660 0.0686 0.0949
H -1.5154 -4.1919 0.4648 -0.0195 -0.0017 -0.0359 0.0682
H 0.2202 -5.1444 -2.6990 0.0380 -0.0069 -0.0445 0.0609
H -1.3257 -4.9213 -1.8984 -0.1337 0.0185 -0.0149 0.0927
H -0.1379 -6.0322 -1.2322 0.0059 -0.0537 0.0109 0.0893
C -4.1783 -0.7817 3.6338 -0.1135 0.0374 0.0534 -0.3111
Sb -3.3850 -1.5405 1.8112 -0.0034 0.1196 -0.0592 1.3522
C -5.1221 -1.1498 0.6119 -0.0779 -0.0176 0.1169 -0.3249
C -3.9268 -3.5809 2.2067 0.0029 0.0961 -0.0126 -0.3421
H -5.2316 -1.0579 3.7132 0.0237 0.0172 0.0360 0.0032
H -4.0747 0.3027 3.6714 0.0048 -0.0562 -0.0446 -0.0022
H -3.6194 -1.2070 4.4643 0.0387 -0.0170 0.0460 0.0079
H -5.9843 -1.6513 1.0483 -0.0832 -0.0266 0.0132 -0.0035
H -4.9761 -1.5034 -0.4039 0.0393 -0.0533 -0.1334 -0.0052
H -5.3139 -0.0799 0.5806 0.0214 0.0805 0.0066 -0.0046
H -4.8752 -3.5783 2.7330 -0.1783 -0.0569 0.0888 -0.0053
H -3.1811 -4.0762 2.8162 0.1651 -0.0662 0.1396 -0.0062
H -4.0368 -4.1289 1.2776 -0.0212 -0.0977 -0.1991 -0.0110
```
Positions in Å, forces in eV/Å.

Energy relative to the best compared isomer or geometry (same formula, charge and spin): 0.00 kJ/mol
Total charge: -1
Orbital gap: 6.858 eV


2.
DFT (ωB97M-V/def2-TZVPD) results for 2 unconnected molecules or ions with the total composition C4H10O in a non-equilibrium geometry.

```
15
Properties=species:S:1:pos:R:3:forces:R:3:lowdin_charge:R:1
C -1.7276 1.1024 0.7834 0.6964 -0.2732 1.0076 -0.0669
C -1.0770 -0.2405 1.0212 0.0930 -0.5115 -0.8251 -0.4106
C 0.2078 -0.4401 0.7305 -0.6082 -0.0014 0.7253 0.0103
C -1.8703 -1.4008 1.5650 -0.6760 0.4319 0.6305 -0.0803
H -1.3682 1.5303 -0.1431 -0.4778 0.0974 -0.3118 0.0763
H -2.7909 1.1474 0.9788 -0.3121 -0.2701 -0.6771 0.0693
H -1.3366 1.7295 1.5662 0.2946 0.6380 0.3787 0.0708
H 0.6406 -1.3951 0.9741 0.2830 -0.1967 -0.1704 0.0565
H 0.8542 0.3626 0.4463 0.3058 0.2969 -0.3896 0.0522
H -1.6904 -2.3304 1.0415 0.2764 -0.1595 -0.0464 0.0728
H -1.6442 -1.5228 2.6295 0.1189 -0.2023 -0.0986 0.0820
H -2.9493 -1.2361 1.5466 0.0071 0.1515 -0.2236 0.0676
H 4.1425 0.8902 -4.3492 0.1043 -0.0055 -0.3731 0.0353
H 5.5988 0.9082 -4.0111 0.0980 -0.0035 -0.3446 0.0341
O 5.0105 0.8951 -4.7797 -0.2034 0.0079 0.7183 -0.0694
```
Positions in Å, forces in eV/Å.

Energy relative to the best compared isomer or geometry (same formula, charge and spin): 104.21 kJ/mol
Total charge: 0
Orbital gap: 9.977 eV


3.
DFT (ωB97M-V/def2-TZVPD) results for a gas-phase ion, CH5N2S (charge +1) in a non-equilibrium geometry.

```
9
Properties=species:S:1:pos:R:3:forces:R:3:lowdin_charge:R:1
C -0.1215 0.0024 0.2657 4.1593 0.0152 -6.5330 0.0319
N 0.8534 -0.9949 -0.8648 -2.6544 2.0610 3.1809 0.1104
N -0.4296 1.2120 -0.1103 1.9578 -2.0399 -2.4777 -0.4032
S -1.4928 2.1805 0.6882 -1.4623 2.4251 0.6645 0.9516
H -0.6133 -0.2785 1.1110 -0.8402 -1.7479 2.3633 0.0736
H 1.0107 -1.9118 -0.4166 -0.6370 0.4866 0.1478 0.0669
H 1.8019 -0.6192 -0.9093 -0.1955 0.7000 0.2175 0.0583
H -0.1266 1.6642 -1.0610 -0.2477 -1.4403 2.1320 0.1979
H -1.8966 1.2974 1.5866 -0.0799 -0.4598 0.3047 -0.0875
```
Positions in Å, forces in eV/Å.

Energy relative to the best compared isomer or geometry (same formula, charge and spin): 302.12 kJ/mol
Total charge: +1
Orbital gap: 9.321 eV


The records above yield highest occupied orbital energy values of -4.96 -9.15 -14.79 eV, respectively.